A cluster of 6 separate species, C55H88N2O11S7 in total in a non-equilibrium geometry. Source: OMol25; level of theory: ωB97M-V/def2-TZVPD.

Output
M ... 1177.781 g mol⁻¹
E_LUMO ... 0.35 eV
SMILES ... CCCCCCc1cc(S)c(OC[C@@H](C)C(C)C)c2c1Nc1c(CCc3ccccc3)ccc(NCCC)c1S2.O=S1(=O)CCCC1.O=S1(=O)CCCC1.O=S1(=O)CCCC1.O=S1(=O)CCCC1.O=S1(=O)CCCC1
E_HOMO ... -0.26726 Eh
Orbital gap ... 7.62 eV

Bonds (Å) are listed after each position.
Atoms and positions in Å:
1 C 4.902 -5.065 -2.598  C2 1.582, H41 1.107, H42 1.108, H43 1.106
2 C 3.511 -4.578 -3.174  C1 1.582, C3 1.573, H44 1.120, H45 1.103
3 C 3.308 -3.099 -2.677  C2 1.573, C4 1.575, H46 1.108, H47 1.113
4 C 2.956 -2.174 -3.901  C3 1.575, C5 1.579, H48 1.108, H49 1.110
5 C 2.880 -0.699 -3.342  C4 1.579, C6 1.554, H50 1.113, H51 1.105
6 C 4.172 0.092 -3.690  C5 1.554, C7 1.541, H52 1.111, H53 1.116
7 C 4.604 1.155 -2.661  C6 1.541, C8 1.423, C20 1.431
8 C 6.006 1.269 -2.445  C7 1.423, C9 1.410, H54 1.103
9 C 6.604 2.202 -1.573  C8 1.410, S10 1.792, C11 1.423
10 S 8.386 2.236 -1.388  C9 1.792, H55 1.360
11 C 5.732 3.081 -0.872  C9 1.423, O12 1.388, C19 1.405
12 O 6.233 4.056 -0.020  C11 1.388, C13 1.460
13 C 6.275 5.292 -0.795  O12 1.460, C14 1.552, H56 1.106, H57 1.117
14 C 7.264 6.345 -0.227  C13 1.552, C15 1.569, C16 1.561, H58 1.115
15 C 7.399 6.210 1.330  C14 1.569, H59 1.110, H60 1.111, H61 1.103
16 C 8.657 6.415 -0.928  C14 1.561, C17 1.554, C18 1.579, H62 1.116
17 C 8.602 6.389 -2.481  C16 1.554, H63 1.103, H64 1.117, H65 1.113
18 C 9.706 5.369 -0.382  C16 1.579, H66 1.103, H67 1.113, H68 1.106
19 C 4.345 2.951 -1.056  C11 1.405, C20 1.428, S40 1.809
20 C 3.720 2.014 -1.933  C7 1.431, C19 1.428, N21 1.440
21 N 2.293 1.945 -2.114  C20 1.440, C22 1.446, H69 1.019
22 C 1.536 2.077 -0.889  N21 1.446, C23 1.426, C39 1.421
23 C 0.379 1.261 -0.723  C22 1.426, C24 1.527, C32 1.423
24 C -0.110 0.250 -1.757  C23 1.527, C25 1.590, H70 1.100, H71 1.112
25 C -1.115 0.869 -2.823  C24 1.590, C26 1.534, H72 1.108, H73 1.113
26 C -1.985 1.986 -2.233  C25 1.534, C27 1.410, C31 1.425
27 C -3.274 1.756 -1.709  C26 1.410, C28 1.414, H74 1.102
28 C -4.079 2.792 -1.183  C27 1.414, C29 1.415, H75 1.100
29 C -3.580 4.116 -1.143  C28 1.415, C30 1.419, H76 1.101
30 C -2.281 4.360 -1.659  C29 1.419, C31 1.407, H77 1.099
31 C -1.499 3.325 -2.202  C26 1.425, C30 1.407, H78 1.104
32 C -0.413 1.393 0.453  C23 1.423, C33 1.403, H79 1.102
33 C -0.069 2.285 1.479  C32 1.403, C34 1.428, H80 1.119
34 C 1.086 3.113 1.337  C33 1.428, N35 1.440, C39 1.405
35 N 1.416 4.024 2.401  C34 1.440, C36 1.493, H81 1.019
36 C 2.599 3.549 3.179  N35 1.493, C37 1.572, H82 1.109, H83 1.112
37 C 2.320 2.195 3.927  C36 1.572, C38 1.571, H84 1.097, H85 1.113
38 C 2.847 0.956 3.119  C37 1.571, H86 1.108, H87 1.109, H88 1.109
39 C 1.838 2.993 0.156  C22 1.421, C34 1.405, S40 1.810
40 S 3.276 4.060 -0.108  C19 1.809, C39 1.810
41 H 4.841 -6.168 -2.529  C1 1.107
42 H 5.073 -4.629 -1.594  C1 1.108
43 H 5.700 -4.764 -3.303  C1 1.106
44 H 2.704 -5.187 -2.692  C2 1.120
45 H 3.479 -4.635 -4.275  C2 1.103
46 H 2.500 -2.991 -1.926  C3 1.108
47 H 4.229 -2.657 -2.235  C3 1.113
48 H 1.978 -2.444 -4.347  C4 1.108
49 H 3.778 -2.201 -4.647  C4 1.110
50 H 2.030 -0.182 -3.841  C5 1.113
51 H 2.638 -0.700 -2.264  C5 1.105
52 H 4.123 0.525 -4.711  C6 1.111
53 H 4.996 -0.659 -3.727  C6 1.116
54 H 6.682 0.586 -2.987  C8 1.103
55 H 8.779 1.046 -0.860  S10 1.360
56 H 6.437 5.016 -1.853  C13 1.106
57 H 5.258 5.752 -0.751  C13 1.117
58 H 6.786 7.341 -0.379  C14 1.115
59 H 6.419 6.340 1.835  C15 1.110
60 H 8.062 7.042 1.651  C15 1.111
61 H 7.784 5.223 1.637  C15 1.103
62 H 9.088 7.408 -0.653  C16 1.116
63 H 9.567 6.612 -2.969  C17 1.103
64 H 8.335 5.346 -2.780  C17 1.117
65 H 7.762 7.012 -2.861  C17 1.113
66 H 9.256 4.618 0.289  C18 1.103
67 H 10.474 5.906 0.219  C18 1.113
68 H 10.239 4.836 -1.190  C18 1.106
69 H 1.963 2.595 -2.826  N21 1.019
70 H 0.692 -0.226 -2.340  C24 1.100
71 H -0.672 -0.572 -1.264  C24 1.112
72 H -0.599 1.247 -3.727  C25 1.108
73 H -1.796 0.052 -3.148  C25 1.113
74 H -3.717 0.746 -1.705  C27 1.102
75 H -5.092 2.618 -0.790  C28 1.100
76 H -4.211 4.920 -0.733  C29 1.101
77 H -1.928 5.401 -1.645  C30 1.099
78 H -0.503 3.550 -2.623  C31 1.104
79 H -1.326 0.788 0.571  C32 1.102
80 H -0.728 2.359 2.379  C33 1.119
81 H 0.604 4.060 3.016  N35 1.019
82 H 3.487 3.437 2.524  C36 1.109
83 H 2.852 4.305 3.954  C36 1.112
84 H 1.240 2.061 4.070  C37 1.097
85 H 2.883 2.210 4.887  C37 1.113
86 H 2.123 0.735 2.310  C38 1.108
87 H 2.907 0.056 3.764  C38 1.109
88 H 3.827 1.175 2.649  C38 1.109
89 C -8.300 5.638 -3.533  C90 1.533, C95 1.524, H96 1.090, H97 1.093
90 C -9.581 4.839 -3.273  C89 1.533, C91 1.533, H98 1.094, H99 1.090
91 C -9.171 3.387 -3.001  C90 1.533, S92 1.797, H100 1.087, H101 1.089
92 S -7.514 3.453 -2.310  C91 1.797, O93 1.442, O94 1.439, C95 1.790
93 O -6.605 2.829 -3.239  S92 1.442
94 O -7.560 3.083 -0.920  S92 1.439
95 C -7.325 5.229 -2.435  C89 1.524, S92 1.790, H102 1.089, H103 1.091
96 H -8.484 6.713 -3.525  C89 1.090
97 H -7.892 5.373 -4.512  C89 1.093
98 H -10.092 5.247 -2.396  C90 1.094
99 H -10.273 4.901 -4.113  C90 1.090
100 H -9.836 2.905 -2.289  C91 1.087
101 H -9.127 2.805 -3.921  C91 1.089
102 H -6.289 5.474 -2.665  C95 1.089
103 H -7.610 5.661 -1.475  C95 1.091
104 C 0.401 -9.671 -1.491  C105 1.532, C110 1.524, H111 1.090, H112 1.090
105 C -0.288 -8.454 -2.117  C104 1.532, C106 1.532, H113 1.093, H114 1.090
106 C 0.777 -7.370 -2.301  C105 1.532, S107 1.795, H115 1.088, H116 1.090
107 S 2.339 -8.231 -2.502  C106 1.795, O108 1.444, O109 1.442, C110 1.786
108 O 3.183 -7.920 -1.372  S107 1.444
109 O 2.794 -8.079 -3.862  S107 1.442
110 C 1.684 -9.879 -2.286  C104 1.524, S107 1.786, H117 1.089, H118 1.091
111 H -0.236 -10.555 -1.520  C104 1.090
112 H 0.642 -9.462 -0.448  C104 1.090
113 H -0.705 -8.732 -3.089  C105 1.093
114 H -1.112 -8.094 -1.499  C105 1.090
115 H 0.587 -6.761 -3.183  C106 1.088
116 H 0.856 -6.733 -1.420  C106 1.090
117 H 2.414 -10.501 -1.771  C110 1.089
118 H 1.475 -10.286 -3.276  C110 1.091
119 C -2.894 0.549 6.973  C120 1.530, C125 1.525, H126 1.090, H127 1.093
120 C -3.678 -0.065 5.811  C119 1.530, C121 1.532, H128 1.093, H129 1.090
121 C -3.076 0.479 4.511  C120 1.532, S122 1.796, H130 1.088, H131 1.090
122 S -1.355 0.850 4.868  C121 1.796, O123 1.444, O124 1.440, C125 1.789
123 O -1.163 2.277 4.759  S122 1.444
124 O -0.510 -0.090 4.178  S122 1.440
125 C -1.422 0.407 6.600  C119 1.525, S122 1.789, H132 1.088, H133 1.090
126 H -3.117 0.054 7.918  C119 1.090
127 H -3.153 1.606 7.076  C119 1.093
128 H -3.574 -1.152 5.837  C120 1.093
129 H -4.742 0.163 5.876  C120 1.090
130 H -3.126 -0.254 3.708  C121 1.088
131 H -3.561 1.404 4.201  C121 1.090
132 H -0.769 1.062 7.174  C125 1.088
133 H -1.091 -0.628 6.691  C125 1.090
134 C 1.809 -7.935 3.786  C135 1.533, C140 1.525, H141 1.090, H142 1.093
135 C 1.902 -9.246 4.575  C134 1.533, C136 1.533, H143 1.093, H144 1.090
136 C 1.170 -10.322 3.766  C135 1.533, S137 1.794, H145 1.088, H146 1.089
137 S 1.294 -9.825 2.046  C136 1.794, O138 1.444, O139 1.441, C140 1.787
138 O -0.031 -9.517 1.564  S137 1.444
139 O 2.171 -10.732 1.349  S137 1.441
140 C 2.161 -8.292 2.345  C134 1.525, S137 1.787, H147 1.088, H148 1.090
141 H 2.480 -7.174 4.184  C134 1.090
142 H 0.788 -7.546 3.836  C134 1.093
143 H 2.952 -9.525 4.694  C135 1.093
144 H 1.475 -9.147 5.574  C135 1.090
145 H 1.627 -11.302 3.890  C136 1.088
146 H 0.113 -10.370 4.026  C136 1.089
147 H 1.842 -7.541 1.625  C140 1.088
148 H 3.228 -8.487 2.237  C140 1.090
149 C -11.526 0.352 2.105  C150 1.533, C155 1.525, H156 1.090, H157 1.093
150 C -12.237 1.561 1.487  C149 1.533, C151 1.533, H158 1.093, H159 1.090
151 C -11.188 2.665 1.302  C150 1.533, S152 1.797, H160 1.088, H161 1.089
152 S -9.612 1.830 1.085  C151 1.797, O153 1.441, O154 1.440, C155 1.791
153 O -8.766 2.147 2.208  S152 1.441
154 O -9.165 1.995 -0.273  S152 1.440
155 C -10.243 0.168 1.301  C149 1.525, S152 1.791, H162 1.088, H163 1.090
156 H -12.149 -0.543 2.073  C149 1.090
157 H -11.285 0.560 3.151  C149 1.093
158 H -12.653 1.282 0.516  C150 1.093
159 H -13.063 1.905 2.110  C150 1.090
160 H -11.394 3.275 0.424  C151 1.088
161 H -11.115 3.299 2.185  C151 1.089
162 H -9.501 -0.445 1.809  C155 1.088
163 H -10.453 -0.237 0.312  C155 1.090